[1]
96
Properties=species:S:1:pos:R:3 method="wB97M-V/def2-TZVPD" s2=0.76 gap_ev="7.804 / 5.481" lumo_energy_ev="-2.2013 / -4.3646" spin_multiplicity=2 homo_energy_ev="-10.005 / -9.845" charge=+1
H -0.8746 5.6269 1.5820
H 2.5021 -3.7210 -3.5367
H 1.7834 5.0512 -1.1513
C -2.9741 -0.3723 3.0586
C -1.4571 3.1530 1.7451
H 1.8374 3.0076 -2.7894
H -4.8065 1.9060 0.9081
C -0.5611 1.7061 -2.4462
H 4.3143 2.6240 0.0434
H -1.2227 -5.3918 -0.2875
H -1.3190 2.8465 -4.0883
H 0.7216 5.6700 0.8429
C 2.0551 -1.4201 -1.7725
H 3.5134 4.6993 -1.0116
C 3.3102 2.2244 0.2553
C 2.2973 2.9802 -0.6292
H -2.8423 -0.7578 -1.4830
H 0.8005 -2.9208 1.7846
H 1.7399 -5.4273 -0.8178
C 2.5277 4.4937 -0.5666
C -0.1953 -0.3713 -4.2304
H -2.2751 -4.9818 -1.9923
H -3.0662 -4.3097 -0.0327
H -0.1951 3.7923 -1.9481
P 0.5521 2.4767 -0.0362
H 2.1248 -2.7760 0.6184
H -2.2494 -1.3645 -3.0592
H 2.5506 4.8764 0.4609
C 1.1866 -4.5757 -1.2500
H 3.7638 -2.9534 -4.4837
H 1.9279 -3.8968 -1.6875
H -4.4794 1.7820 2.6817
H -1.7313 3.6448 2.6917
H -1.1982 -4.4928 1.2614
H 4.1115 0.1673 -2.5890
C 0.9050 3.5588 2.5038
C -2.1939 -2.8528 -1.4474
C 0.5304 -1.7989 -2.2599
H -1.4912 2.0677 1.8959
H 1.8187 -4.3455 1.4231
N 2.2224 -0.7719 -0.7365
O -2.6407 0.3879 0.5278
C -2.8078 -1.6286 -2.1502
C -0.5790 -4.9285 0.4682
H 0.5421 -4.9693 -2.0472
P -0.4976 -2.3182 -0.7366
C 3.8221 -0.5535 -3.3654
C 0.4456 -0.0301 1.7475
C -0.0651 3.6534 1.3143
H -0.6953 5.2037 -0.1255
H 0.9917 2.5322 2.8831
H -5.8312 0.8462 1.9455
H 3.1139 2.3605 1.3354
Cu 0.6077 0.1572 0.0141
C -0.2220 5.1143 0.8596
H -1.5552 3.0737 -1.0791
O 0.4811 -0.1337 2.9019
H -4.1656 -3.0286 -0.5548
C -0.9182 1.8822 -3.7860
H -2.4685 0.5481 3.3797
H 3.0852 -0.0939 -4.0384
C 0.3892 -3.9011 -0.1299
N -0.1828 0.5060 -1.9941
H -0.8634 0.9873 -5.7618
C 4.3841 -2.4867 -1.8932
C -2.0537 -4.0091 -2.4565
C 3.2734 -1.8336 -2.7386
H 2.3888 1.4310 -2.1558
H 0.0234 -5.7341 0.9157
H 2.1364 -2.2802 -4.5315
C -0.6905 0.8499 -4.6944
C -0.5409 2.8678 -1.4584
H -2.8986 -2.6605 0.6299
C 2.5105 2.5182 -2.0747
C -3.1246 -3.2414 -0.2743
H 0.0145 -1.2161 -4.8970
H 0.5105 4.1822 3.3184
H -2.7866 -3.8624 -3.2669
H 0.5142 -2.6001 -3.0088
H 4.7157 -0.7916 -3.9602
H 4.7557 -3.3961 -2.3855
H -2.2264 3.4107 1.0047
H -3.7889 -0.6430 3.7395
H -3.8393 -1.8803 -2.4532
H 3.3015 1.1472 0.0240
C 1.3458 -3.4504 0.9893
H 4.0470 -2.7523 -0.8828
H -2.2455 -1.1917 2.9723
C 2.8736 -2.7526 -3.8767
H 5.2332 -1.7980 -1.8001
H 1.9091 3.9359 2.2695
H 3.5423 2.7677 -2.3713
C 0.0131 -0.5151 -2.8532
H -1.0657 -4.0653 -2.9281
S -3.7308 -0.1302 1.4385
C -4.8244 1.2531 1.7862

---

[2]
108
Properties=species:S:1:pos:R:3 method="wB97M-V/def2-TZVPD" gap_ev=7.199 lumo_energy_ev=-8.4000 homo_energy_ev=-15.599 charge=+3
P 1.9500 -0.5003 1.1447
F -2.5998 -0.6919 4.8659
C 3.1783 -1.0768 -3.4498
C -2.0328 -4.0646 3.7698
C -4.1083 1.0890 -1.3766
N -1.1368 -2.2122 0.6341
H -2.7058 -3.2265 5.6301
H 2.4189 3.4376 -3.4513
H 1.0572 3.3928 -0.7186
C -1.5174 -2.5516 1.9432
H 5.4053 -2.9588 0.5056
C -1.7396 2.6454 0.0839
H 3.0484 0.1107 4.3967
H 1.5362 -1.6186 -4.7407
C -2.8935 -2.2791 -1.8787
H -1.8244 5.1551 -0.8217
H -5.8642 -0.7999 2.2351
O 2.6878 -0.4313 2.4879
H -1.4926 -4.0585 -0.3302
F -1.7930 -0.2555 2.3747
C 4.0812 1.4720 3.1044
H 3.7216 3.0854 -0.7065
C 2.4079 -0.9640 -4.7408
H 4.6392 -1.7440 -0.5137
C -2.3591 2.6867 -1.3065
C -2.2869 -1.7506 4.1184
H 3.4344 -2.1139 -3.2488
H -0.3415 -0.6737 -3.3244
C 2.8618 0.6686 3.4832
H -4.3966 -1.5987 1.6312
H 4.8607 -0.1862 -2.3998
H 2.3675 1.6729 0.3477
H 3.6762 0.5813 -0.1862
H 2.1760 -3.9721 2.2278
H -1.5672 5.8417 0.7744
C -2.0848 5.0573 0.2293
H 0.3358 3.7734 -2.3045
H 4.0184 4.3459 -1.8922
H 0.1972 -3.7493 0.0417
H 3.4374 -2.9068 2.8857
C -6.5651 0.3007 -0.2091
H 2.0912 0.0660 -4.9158
H -3.1618 -2.6233 -0.8858
C -0.5213 -2.6632 -1.6539
H -1.5466 -1.7927 -3.9801
F -2.0887 -5.3203 4.1886
Ti -1.0875 -0.4203 -0.0229
C 4.4227 -0.2234 -3.3996
H -3.6408 -1.5727 -2.2329
H 3.8758 -4.4211 2.0853
F -1.2689 -4.9135 1.7402
H -7.3420 0.0541 0.5075
H 4.3212 2.1565 3.9182
C -5.3850 -1.2443 1.3646
H 4.9466 0.8290 2.9443
H -1.6045 3.0210 -2.0154
C 3.1816 -3.5805 2.0676
O -2.7768 1.4036 -1.7122
O 2.2366 -0.7931 -2.3129
H 0.4551 -2.1829 -1.7242
H -6.8187 -0.1534 -1.1666
C 2.5978 0.6809 -0.0498
O -3.0529 -0.3920 0.1782
C -2.3801 -3.0321 4.6171
C 3.2911 -2.8935 0.7285
C 4.6131 -2.2109 0.4733
C 2.3747 3.1110 -2.4161
H 1.3606 1.9953 2.6727
P 1.7406 0.4953 -1.6299
O 2.0537 1.6640 -2.5839
C -1.1216 3.7626 2.1419
H 4.8346 -1.4681 1.2425
H -0.5771 -3.4334 -2.4271
C -4.1390 0.1122 -0.2201
H -5.9939 -2.0740 1.0086
N -1.5608 -1.6264 -1.8752
H 5.1644 -0.6742 -4.0590
H 1.5099 4.8709 -1.5766
H 4.4915 2.6944 -2.2610
O 2.1599 -1.9276 0.5835
C 3.7294 3.3013 -1.7750
O -1.3159 1.5538 0.5382
H -4.5877 0.6244 -2.2425
C -0.7310 -3.2819 -0.2884
H -2.0439 -0.2009 -3.3631
H 1.7373 2.2270 4.3858
H 0.7400 0.8544 3.8811
H 4.2334 0.7876 -3.7539
H -3.1861 3.3953 -1.3462
C -1.6094 -3.8432 2.4683
H -1.0917 2.7482 2.5234
H -2.8773 -3.1251 -2.5688
C 1.5923 1.4770 3.6084
N -1.6454 3.7616 0.7722
H -4.6851 1.9830 -1.1354
H -6.5350 1.3827 -0.3095
H -0.1228 4.1994 2.1602
H -1.7799 4.3682 2.7617
H 3.9061 2.0721 2.2070
C 1.2451 3.8218 -1.7086
H 3.0743 -3.5969 -0.0728
N -5.2888 -0.2293 0.3047
C -1.3584 -1.0308 -3.2212
H -3.1578 5.1982 0.3615
H 3.0523 -1.2646 -5.5675
O 0.4717 -0.2200 1.2068
C -1.8667 -1.5333 2.8259
O 0.2578 0.3588 -1.3096